(1)
{"formula": "C8H16InO5", "method": "ωB97M-V/def2-TZVPD", "elements": ["H", "C", "H", "O", "H", "H", "H", "C", "O", "C", "H", "C", "H", "H", "H", "H", "C", "O", "C", "H", "O", "O", "H", "C", "H", "H", "In", "H", "C", "H"], "xyz": [[14.059, -37.428, -14.648], [14.271, -30.576, -17.213], [15.816, -31.830, -16.255], [10.399, -34.023, -22.050], [12.857, -35.293, -14.989], [13.735, -35.574, -16.398], [15.253, -31.613, -18.863], [13.187, -37.374, -15.300], [11.682, -32.638, -18.047], [10.792, -31.551, -22.446], [12.390, -37.845, -14.726], [12.657, -31.906, -18.005], [9.810, -31.339, -22.869], [16.178, -30.071, -16.634], [12.256, -33.187, -22.480], [13.825, -29.586, -17.110], [11.201, -33.029, -22.703], [13.331, -31.378, -19.066], [15.453, -30.803, -16.278], [11.167, -33.151, -23.786], [13.303, -31.531, -16.903], [11.817, -35.756, -16.805], [14.829, -29.934, -19.214], [12.844, -35.925, -15.877], [11.567, -31.003, -22.983], [13.344, -38.038, -16.150], [10.238, -34.987, -19.216], [15.202, -30.523, -15.255], [14.517, -30.831, -18.679], [10.852, -31.105, -21.454]], "atomic_forces_ev_per_a": [[0.1341, 0.6598, -0.2511], [1.7467, 0.5006, 0.7400], [0.0577, 0.1393, -0.4293], [2.4800, 2.2225, -2.2714], [-0.8035, 0.9109, -0.1715], [0.3795, 0.3010, -0.4804], [0.5374, 0.1506, 0.2403], [-1.0253, 0.0266, -1.3136], [0.6459, 0.3877, -0.5481], [0.7539, -0.8411, -1.2053], [-0.3216, 0.4584, -0.0320], [1.0087, 0.2377, 0.1051], [-0.0231, 0.1345, -0.0334], [0.5986, -0.3446, 0.2532], [0.9482, -0.9634, -0.2530], [0.0366, 0.1033, 0.3210], [-3.8251, 0.9341, 5.3813], [-4.0344, -1.4239, -1.4959], [-0.4160, 1.1379, -0.2342], [-0.0379, -1.0706, -1.3532], [-2.4806, -1.5990, 0.1173], [0.7845, -0.4504, 0.9852], [-0.5142, -0.0735, -0.1824], [0.2955, -1.8179, 0.7435], [-0.2384, 0.2737, -0.4171], [0.2140, -0.0699, 0.0128], [0.7552, 0.6797, 0.4692], [-0.1122, 0.0232, -0.0745], [2.5851, 0.2149, 0.8196], [-0.1293, -0.8423, 0.5579]], "multiplicity": 2, "total_charge": 2, "molar_mass_g_mol": 307.0, "s_squared": 0.823, "e_homo_ha": [-0.6128, -0.5921]}



(2)
{"formula": "C3O4S", "method": "ωB97M-V/def2-TZVPD", "elements": ["O", "C", "O", "O", "C", "S", "O", "C"], "xyz": [[1.788, -0.972, 0.939], [-0.001, 0.567, 0.050], [-1.414, -0.988, -0.961], [1.440, -0.074, -1.129], [1.236, -0.278, 0.070], [0.231, 2.240, -0.024], [-2.015, -0.208, 1.020], [-1.265, -0.286, 0.035]], "atomic_forces_ev_per_a": [[-0.1771, 0.4106, -0.3254], [0.6390, 0.5925, 1.1299], [-0.0075, -0.8492, -1.2788], [1.4214, -0.9417, -2.1259], [-0.3666, -0.0287, 1.3918], [-0.8364, -0.2472, 0.3917], [-0.0055, 0.3773, 0.9430], [-0.6673, 0.6865, -0.1263]], "smiles": "O=C([O-])C(=S)C(=O)[O-]", "total_charge": -2, "molar_mass_g_mol": 132.1, "e_homo_ha": 0.0084, "de_lowest_kcal_mol": 7.00}



(3)
{"formula": "C5H11NO", "method": "ωB97M-V/def2-TZVPD", "elements": ["H", "C", "H", "H", "N", "C", "H", "C", "H", "C", "H", "C", "H", "H", "H", "H", "O", "H"], "xyz": [[-1.931, 0.973, -1.185], [-1.306, 0.316, 0.747], [2.708, 0.544, -1.460], [2.005, 0.948, 0.944], [0.075, 0.174, 0.605], [1.258, 0.828, 0.145], [-0.396, -0.795, 2.489], [1.866, 0.021, -0.999], [-3.206, 0.103, -0.315], [-0.521, -0.818, 1.400], [-1.826, -0.781, -1.025], [-2.131, 0.134, -0.507], [0.967, 1.827, -0.201], [1.086, -0.128, -1.763], [-0.625, -1.832, 0.989], [-1.679, 1.079, 1.443], [2.360, -1.216, -0.528], [1.621, -1.645, -0.076]], "atomic_forces_ev_per_a": [[-0.1018, -0.0864, 0.0822], [-0.1076, 0.1347, -0.0632], [-0.0114, -0.0287, 0.0810], [-0.0816, -0.0163, -0.0748], [0.0279, -0.0718, -0.1125], [0.0803, 0.0416, 0.0135], [-0.0095, 0.0418, -0.1804], [-0.0083, 0.3841, -0.1470], [0.0883, -0.0379, 0.0263], [-0.0467, -0.2133, 0.1920], [-0.0713, 0.0693, 0.0696], [-0.0621, -0.0332, -0.0165], [0.0887, -0.1340, 0.0142], [0.1906, 0.0335, 0.1031], [-0.0406, 0.2338, 0.0840], [0.0655, -0.0813, -0.0733], [-0.1710, -0.2081, 0.0820], [0.1708, -0.0279, -0.0800]], "smiles": "C[C@H]1CN1CCO", "total_charge": 0, "molar_mass_g_mol": 101.1, "e_homo_ha": -0.3048, "de_lowest_kcal_mol": 65.50}



(4)
{"formula": "C4H4ClF", "method": "ωB97M-V/def2-TZVPD", "elements": ["F", "H", "C", "H", "C", "C", "H", "Cl", "H", "C"], "xyz": [[-1.117, 1.646, 0.059], [4.006, -0.845, 0.090], [0.781, 0.524, -0.058], [1.486, 1.365, 0.188], [-0.583, 0.495, -0.122], [3.042, -0.215, 0.053], [1.422, -1.799, 0.175], [-1.763, -0.911, 0.014], [3.402, 0.743, -0.134], [1.711, -0.601, -0.053]], "atomic_forces_ev_per_a": [[-2.3278, 1.8124, -0.0079], [-2.1737, 0.1363, 0.2126], [-0.3302, -1.8640, 0.1538], [-2.1627, 0.1993, -0.6891], [2.6896, -1.7433, 1.0214], [-0.3138, -3.6836, -0.7104], [0.6041, 3.6352, -0.9985], [1.8442, 1.8969, -0.4687], [-0.2471, 2.0930, -0.1043], [2.4173, -2.4822, 1.5910]], "smiles": "C=C/C=C(/F)Cl", "total_charge": 0, "molar_mass_g_mol": 106.5, "e_homo_ha": -0.3216, "de_lowest_kcal_mol": 40.13}



no.,total energy (hartree)
1,-879.82458
2,-813.45914
3,-327.02696
4,-714.76392